The following is a DFT calculation (wB97M-V/def2-TZVPD) of a molecular structure, C48H36N6SSc in a non-equilibrium geometry.

As for the gap between HOMO and LUMO: 5.6916 eV. Its LUMO energy is -3.9018 eV. The electronic energy comes out at -90837.409 eV. Its total charge is +1. The highest occupied orbital energy comes out at -0.353 hartree.

Geometry as XYZ:
```
92
Properties=species:S:1:pos:R:3:lowdin_charge:R:1
H 0.646 -3.251 -5.308 0.1270
C 0.748 -2.880 1.040 -0.0576
C 1.235 -5.141 0.091 -0.0332
C 6.448 2.679 1.221 -0.0665
C -2.750 6.899 -0.677 -0.0685
H -8.694 -2.384 0.885 0.1065
C 1.661 -6.455 0.226 -0.0707
H 0.824 5.464 0.306 0.1229
C -5.611 -1.540 -0.228 -0.0237
H 3.216 4.265 0.181 0.1235
H -3.169 7.323 -1.581 0.1074
C 2.247 3.799 0.250 0.0356
C 2.342 -2.723 -4.087 -0.1496
C -7.666 -2.046 0.912 -0.0784
C -1.670 5.803 1.632 -0.0317
S -0.870 -0.261 -2.127 0.7037
C 5.078 1.809 -1.025 -0.0315
C 1.129 -2.352 -4.927 -0.1502
H 4.536 1.477 -1.904 0.1148
C -5.028 -1.163 0.979 -0.2316
H -5.028 -1.486 -1.139 0.1230
C -1.623 -3.683 1.360 0.0367
C 0.041 3.372 0.406 -0.2041
H 1.815 -0.604 -1.590 0.0841
C 6.400 2.212 -1.132 -0.0707
H -1.995 7.726 2.517 0.1077
C 2.781 -1.520 -3.267 -0.1486
C 5.124 2.278 1.329 -0.0274
H 3.587 -1.790 -2.587 0.1234
C -2.626 7.675 0.466 -0.0779
C -0.633 -2.662 1.145 -0.2107
C -2.087 7.126 1.621 -0.0678
H -2.953 8.706 0.458 0.1066
Sc -0.348 0.319 0.413 0.9615
C 3.785 -0.992 0.583 0.0248
C 1.212 -4.293 1.194 -0.2366
C 2.775 0.021 0.478 -0.2411
H 4.622 2.304 2.289 0.1258
C -3.758 2.894 0.731 0.0388
H 1.599 -4.114 3.293 0.1256
C -3.609 -0.700 0.981 -0.0557
H -1.410 -4.728 1.517 0.1235
C -2.612 -1.678 1.099 -0.2117
C -1.344 3.596 0.503 -0.0512
C -2.350 2.626 0.634 -0.2055
H 2.400 -7.952 1.571 0.1069
H -0.791 -1.553 -4.455 0.1307
H -5.449 1.513 0.932 0.1246
H -7.665 -1.722 3.031 0.1077
N 0.156 -1.619 -4.120 0.0280
H 6.980 3.018 2.100 0.1086
H 1.433 -1.744 -5.782 0.1267
C 4.430 1.838 0.206 -0.2300
C 2.045 -6.087 2.568 -0.0663
H -5.316 -0.934 3.087 0.1244
C 0.407 -1.029 -2.954 -0.7759
C 1.619 -4.773 2.434 -0.0268
N 1.538 -0.571 0.591 -0.0253
C -6.926 -1.979 -0.260 -0.0689
H -4.196 3.879 0.724 0.1236
C -4.391 1.696 0.837 0.0407
C 7.089 2.646 -0.009 -0.0767
H -1.252 5.366 2.531 0.1250
H 4.847 -0.810 0.536 0.1239
H 6.893 2.193 -2.096 0.1067
H 3.148 -3.051 -4.741 0.1239
C -2.838 -3.079 1.323 0.0389
N -2.152 1.271 0.712 -0.0097
C 3.010 1.395 0.323 -0.0631
H 2.097 -3.544 -3.410 0.1182
C -5.774 -1.230 2.151 -0.0299
C 1.034 4.407 0.315 0.0343
N -1.264 -1.453 1.011 -0.0104
C 2.067 -6.928 1.465 -0.0780
C -3.381 0.676 0.839 -0.2085
H 2.353 -6.454 3.539 0.1085
N 0.669 2.150 0.393 0.0027
H 3.606 -3.147 0.924 0.1231
C 3.152 -2.179 0.783 0.0281
N 1.651 -1.055 -2.475 0.0447
H 8.120 2.962 -0.092 0.1071
C -2.338 5.574 -0.667 -0.0304
H 1.666 -7.108 -0.637 0.1059
C 1.742 -1.916 0.805 -0.2200
C 2.018 2.383 0.315 -0.2115
H 0.911 -4.763 -0.872 0.1155
H 3.130 -0.719 -3.926 0.1302
H -2.433 4.960 -1.554 0.1245
C -7.090 -1.670 2.116 -0.0695
H -7.375 -2.269 -1.202 0.1068
H -3.805 -3.540 1.445 0.1246
C -1.792 5.021 0.487 -0.2347
```

---

The following is a DFT calculation (wB97M-V/def2-TZVPD) of a molecular structure, C39H40BINO6Zr.

As for the gap between HOMO and LUMO: 7.5122 eV. Its LUMO energy is -2.7834 eV. The electronic energy comes out at -64921.836 eV. Its total charge is +1. The highest occupied orbital energy comes out at -0.378 hartree. For the energy relative to the best compared isomer or geometry (same formula, charge and spin), the calculation gives 2.76 kcal per mole.

Geometry as XYZ:
```
89
Properties=species:S:1:pos:R:3:lowdin_charge:R:1
C -0.538 -3.268 -2.940 -0.1540
C -2.438 0.639 -0.129 -0.5675
C -0.522 -4.032 -1.748 -0.0223
C -1.664 4.027 -2.709 -0.0377
H -0.223 -1.570 0.511 0.0900
O -7.188 0.836 -1.694 0.0908
H 3.788 3.017 -0.497 0.0826
H -4.831 0.864 -1.340 0.1354
H 1.612 -0.866 2.685 0.1181
H -0.733 -4.987 -4.222 0.1194
C -6.108 0.126 0.211 -0.1159
C 3.152 3.212 -1.352 -0.0100
C -0.412 -3.413 -0.543 -0.0501
C 0.746 3.513 -2.010 -0.2610
C -0.620 3.652 -1.686 -0.2443
C -2.478 3.737 0.028 -0.0141
N -7.329 0.335 -0.599 -0.3501
H -0.766 -3.688 -6.315 0.1124
C -0.096 3.241 0.664 -0.2030
I -0.356 0.914 -4.081 1.2907
B 2.001 0.108 -1.319 -0.5174
H -2.943 -0.393 2.299 0.1244
H 2.762 -4.887 4.675 0.0895
H 4.655 -3.723 1.642 0.1143
H 5.300 -3.330 3.772 0.0799
C 4.058 -2.440 0.061 0.0462
H -1.253 4.197 -3.697 0.0671
H -1.402 3.828 2.272 0.0855
H -3.149 3.554 -0.805 0.0813
H 3.061 2.083 1.056 0.0802
C -0.307 -1.191 -1.592 -0.2202
C 3.207 -1.408 -0.263 -0.1786
C -0.434 -1.852 -2.856 -0.2257
C -5.083 -0.593 2.239 -0.0310
C 2.773 -4.453 3.674 -0.0405
H -0.599 -1.212 -6.229 0.0970
C 1.286 3.822 -3.382 -0.0719
H 2.634 3.582 1.880 0.1152
H 2.052 3.108 -3.678 0.0765
O 3.030 -0.778 -1.486 0.1829
C 3.143 -2.965 3.749 -0.5613
H 3.415 4.201 -1.735 0.1048
H 4.726 -2.871 -0.670 0.1307
H -2.167 4.945 -2.404 0.1058
C 2.230 2.674 1.425 -0.0164
C -4.890 0.468 -0.337 0.0800
H 2.369 -1.205 4.785 0.0863
H 3.394 2.487 -2.127 0.0899
C 4.542 -2.815 4.362 -0.0411
C -3.845 -0.250 1.721 0.0132
Zr -0.082 1.039 -1.109 1.5704
H -5.160 -1.010 3.234 0.1167
O -8.384 0.000 -0.108 0.0979
H 1.116 -2.365 4.297 0.0858
H 4.826 -1.763 4.432 0.0919
C 4.001 -2.906 1.369 -0.0097
C -3.752 0.279 0.436 -0.1146
C 2.360 -0.875 0.683 -0.1978
H 1.747 2.094 2.208 0.0857
O 1.636 0.151 0.088 -0.0846
H -0.400 -3.993 0.372 0.1085
H -2.783 3.090 0.848 0.0854
C -6.231 -0.404 1.483 0.0271
H 0.528 3.832 -4.156 0.0442
C 1.686 3.192 -1.000 -0.2255
C -0.468 -1.180 -4.100 -0.5571
H 2.176 -2.722 5.656 0.0900
C 1.255 3.022 0.331 -0.2117
C 3.141 -2.374 2.339 -0.1532
C -0.580 -1.786 -5.313 -0.1417
H -7.210 -0.661 1.860 0.1277
H -0.734 2.208 2.445 0.0992
C 2.300 -1.318 1.985 0.0675
H 0.276 3.626 2.740 0.0908
C -0.676 -3.192 -5.359 -0.0638
C -0.304 -2.006 -0.477 -0.1103
H 3.487 -5.017 3.074 0.0800
O -2.327 1.020 -1.331 -0.1234
H 1.749 4.813 -3.369 0.1117
H -0.601 -5.109 -1.819 0.1179
C -0.514 3.225 2.110 -0.0061
H 4.557 -3.240 5.367 0.0895
C 2.139 -2.266 4.666 -0.0676
H -2.623 4.770 0.357 0.1164
O -1.380 0.568 0.591 -0.1177
C -1.036 3.516 -0.343 -0.2229
C -0.657 -3.907 -4.199 -0.0198
H -2.423 3.247 -2.789 0.0789
H 1.783 -4.586 3.233 0.0884
```

---

The following is a DFT calculation (wB97M-V/def2-TZVPD) of a molecular structure, C8H16N2PRuS in a non-equilibrium geometry.

As for the gap between HOMO and LUMO (alpha / beta): 4.2736 / 7.1327 eV. Its LUMO energy (alpha / beta) is 0.5658 / -0.9244 eV. The electronic energy comes out at -34234.103 eV. Its total charge is 0. As for the multiplicity: 6. The highest occupied orbital energy (alpha / beta) comes out at -0.136 / -0.296 hartree. Its expectation value of S² is 8.779. For the energy relative to the best compared isomer or geometry (same formula, charge and spin), the calculation gives 14.40 kcal per mole.

Geometry as XYZ:
```
29
Properties=species:S:1:pos:R:3:mulliken_spin:R:1
H -1.958 5.467 1.056 -0.0152
S -0.019 1.650 2.090 0.1963
H 0.932 1.894 -2.413 0.0339
C 0.895 -2.127 0.081 0.2733
C -1.188 -1.549 0.982 0.1868
C -1.017 5.128 0.606 0.0774
P -0.041 1.122 -1.812 0.1325
H -2.097 -1.709 1.595 0.0083
H 0.201 -2.781 2.070 0.0105
H 2.157 2.926 1.186 0.0150
H -0.168 5.616 1.117 -0.0172
N -0.964 3.658 0.625 0.0467
H -0.215 0.292 -2.915 -0.0121
H 1.855 5.403 0.093 0.0106
C 1.728 4.387 -0.286 -0.0082
C 0.025 -2.173 1.207 0.0600
H -1.853 3.221 0.860 -0.0279
Ru 0.620 0.200 0.163 3.0984
C 0.292 -1.462 -0.967 -0.0227
C -1.118 -0.937 -0.311 0.1799
H 0.940 4.366 -1.036 -0.0014
N 1.383 3.491 0.833 0.0909
H 1.740 -2.791 0.083 0.0139
H -2.016 -0.371 -0.660 0.0076
H -1.157 1.881 -2.152 0.0130
H 2.665 4.062 -0.750 0.0118
H -1.032 5.407 -0.449 0.0155
C 0.143 3.013 1.084 0.6125
H 0.646 -1.485 -1.995 0.0100
```

---

The following is a DFT calculation (wB97M-V/def2-TZVPD) of 3 unconnected molecules or ions with the total composition C3H7NO2 in a non-equilibrium geometry.

As for the gap between HOMO and LUMO: 10.7418 eV. Its LUMO energy is 0.5728 eV. The electronic energy comes out at -8808.693 eV. Its total charge is 0. The highest occupied orbital energy comes out at -0.374 hartree. The structure (SMILES) is N=C=O.C=C.O. For the energy relative to the best compared isomer or geometry (same formula, charge and spin), the calculation gives 42.34 kcal per mole.

Geometry as XYZ:
```
13
Properties=species:S:1:pos:R:3:lowdin_charge:R:1
H -0.025 2.806 -0.845 0.0997
C -0.209 -1.475 0.371 -0.0935
C 1.116 -1.387 0.329 -0.0969
N 0.302 1.888 -0.583 0.1711
O -2.339 0.636 0.007 -0.0877
C 1.445 1.488 -0.727 -0.3773
H -2.304 0.066 -0.771 0.0290
H 1.687 -1.756 -0.521 0.0561
H -0.787 -1.123 1.222 0.0556
H 1.681 -0.959 1.155 0.0587
H -1.416 0.909 0.114 -0.0277
O 2.498 0.988 -0.810 0.1568
H -0.767 -1.937 -0.443 0.0562
```